C4H7NO2 | ωB97M-V with the def2-TZVPD basis set

The geometry in XYZ format:
```
14
C4H7NO2 (ωB97M-V with the def2-TZVPD basis set)
C -2.19 0.08 0.04
C -0.83 -0.03 -0.61
N -0.06 1.04 -0.18
O -0.41 -0.97 -1.24
C 1.79 -0.94 0.74
C 2.03 0.07 -0.09
O 1.26 1.12 -0.52
H -2.04 0.41 1.07
H -2.84 0.79 -0.47
H -2.65 -0.91 0.04
H -0.45 1.97 -0.24
H 0.87 -1.10 1.29
H 2.56 -1.71 0.80
H 2.96 0.18 -0.63
```

The charge is 0. Its SMILES is C=CONC(C)=O. The relative energy (zero: lowest compared OMol25 entry of this formula, charge and spin) comes out at 3.173 eV. The highest occupied orbital energy comes out at -8.86 eV. Its orbital gap is 9.65 eV.


C4H7NO2 | ωB97M-V with the def2-TZVPD basis set

The geometry in XYZ format:
```
14
C4H7NO2 (ωB97M-V with the def2-TZVPD basis set)
C 1.44 1.00 0.04
C 1.56 -0.98 -0.01
C 0.57 0.02 -0.59
C -1.33 0.06 0.38
N 2.29 0.18 0.55
O -1.93 -1.11 0.06
O -1.93 1.19 -0.11
H 1.42 2.08 0.11
H 1.18 -1.65 0.76
H 2.15 -1.53 -0.74
H 0.26 0.05 -1.62
H -1.04 0.07 1.42
H -2.29 -1.06 -0.83
H -2.36 1.69 0.59
```

The charge is 0. The relative energy (zero: lowest compared OMol25 entry of this formula, charge and spin) comes out at 4.310 eV. The highest occupied orbital energy comes out at -8.33 eV. Its orbital gap is 8.86 eV.


C4H7NO2 | ωB97M-V with the def2-TZVPD basis set

The geometry in XYZ format:
```
14
C4H7NO2 (ωB97M-V with the def2-TZVPD basis set)
C 0.48 1.28 1.11
C 0.32 0.22 0.06
N 1.20 -0.66 -0.23
O 2.35 -0.51 0.53
C -0.93 0.13 -0.75
C -1.55 -1.17 -1.01
O -2.11 -0.27 -0.06
H 1.33 1.93 0.87
H -0.42 1.88 1.20
H 0.70 0.81 2.07
H 2.91 -1.22 0.21
H -1.09 0.95 -1.46
H -2.13 -1.32 -1.92
H -1.08 -2.05 -0.59
```

The charge is 0. Its SMILES is C/C(=N\O)[C@H]1CO1. The relative energy (zero: lowest compared OMol25 entry of this formula, charge and spin) comes out at 3.560 eV. The highest occupied orbital energy comes out at -9.87 eV. Its orbital gap is 10.84 eV.


C4H7NO2 | ωB97M-V with the def2-TZVPD basis set

The geometry in XYZ format:
```
14
C4H7NO2 (ωB97M-V with the def2-TZVPD basis set)
C -0.98 -2.05 0.20
C -0.05 -1.96 -0.62
C -0.17 0.40 2.07
C 0.56 1.41 -2.38
N 0.46 0.44 -0.22
O -0.56 0.67 0.76
O 0.10 1.34 -1.20
H -1.17 -1.82 1.18
H 0.96 0.48 2.29
H -0.36 -0.63 2.33
H -0.69 0.99 2.90
H -0.10 2.08 -2.99
H 0.71 -2.14 -1.54
H 1.29 0.78 -2.78
```

The charge is 0. The relative energy (zero: lowest compared OMol25 entry of this formula, charge and spin) comes out at 10.562 eV. The highest occupied orbital energy (alpha / beta) comes out at -8.51 / -7.76 eV. Its orbital gap (alpha / beta) is 8.98 / 7.85 eV.


C4H7NO2 | ωB97M-V with the def2-TZVPD basis set

The geometry in XYZ format:
```
14
C4H7NO2 (ωB97M-V with the def2-TZVPD basis set)
C 1.15 -0.48 -1.65
C 0.45 0.22 -0.52
O -0.96 0.32 -0.90
C -1.60 1.02 0.00
C -0.36 -0.17 1.62
N -0.37 -0.22 2.90
O 0.54 -0.55 0.64
H 2.20 -0.62 -1.38
H 1.08 0.12 -2.56
H 0.69 -1.46 -1.81
H 0.80 1.24 -0.35
H -1.37 -0.45 1.35
H -2.68 0.85 -0.22
H 0.64 -0.28 3.06
```

The charge is 0. The relative energy (zero: lowest compared OMol25 entry of this formula, charge and spin) comes out at 5.521 eV. The highest occupied orbital energy comes out at -8.61 eV. Its orbital gap is 9.10 eV.


C4H7NO2 | ωB97M-V with the def2-TZVPD basis set

The geometry in XYZ format:
```
14
C4H7NO2 (ωB97M-V with the def2-TZVPD basis set)
C 1.17 -0.16 -1.61
C 0.41 -0.44 -0.34
N 0.60 -1.63 0.42
O 1.10 -0.30 0.85
C -1.32 0.94 1.76
C -1.59 0.70 0.48
O -0.88 0.04 -0.48
H 2.20 -0.51 -1.52
H 0.68 -0.64 -2.46
H 1.18 0.92 -1.78
H 1.43 -2.10 0.07
H -0.44 0.58 2.28
H -2.04 1.53 2.31
H -2.50 1.07 0.01
```

The charge is 0. Its SMILES is C=CO[C@]1(C)NO1. The relative energy (zero: lowest compared OMol25 entry of this formula, charge and spin) comes out at 4.015 eV. The highest occupied orbital energy comes out at -9.13 eV. Its orbital gap is 10.10 eV.


C4H7NO2 | ωB97M-V with the def2-TZVPD basis set

The geometry in XYZ format:
```
14
C4H7NO2 (ωB97M-V with the def2-TZVPD basis set)
C -2.01 -0.96 0.83
C 0.16 0.32 -0.41
C -0.79 0.97 0.29
O -1.94 0.46 0.75
C 1.53 0.85 -0.54
O 1.90 1.94 -0.13
N 2.39 -0.04 -1.14
H -2.30 -1.21 1.85
H -2.76 -1.34 0.14
H -1.06 -1.45 0.62
H -0.02 -0.66 -0.82
H -0.66 2.01 0.59
H 2.13 -1.02 -1.19
H 3.38 0.14 -1.04
```

The charge is 0. Its SMILES is CO/C=C/C(N)=O. The relative energy (zero: lowest compared OMol25 entry of this formula, charge and spin) comes out at 1.336 eV. The highest occupied orbital energy comes out at -9.25 eV. Its orbital gap is 10.01 eV.


C4H7NO2 | ωB97M-V with the def2-TZVPD basis set

The geometry in XYZ format:
```
14
C4H7NO2 (ωB97M-V with the def2-TZVPD basis set)
O 2.13 1.24 -0.05
C 1.97 0.24 -0.72
C -0.84 -0.15 0.19
C -1.03 -1.57 0.42
N -0.06 -0.75 1.20
C -1.08 0.98 -0.45
O -0.53 2.19 -0.19
H 0.38 2.06 0.15
H 1.44 0.26 -1.69
H 2.34 -0.74 -0.38
H -0.55 -2.31 -0.23
H -1.94 -1.91 0.90
H -0.42 -0.54 2.13
H -1.80 1.01 -1.27
```

The charge is 0. Its SMILES is O/C=C1/CN1.C=O. The relative energy (zero: lowest compared OMol25 entry of this formula, charge and spin) comes out at 3.929 eV. The highest occupied orbital energy comes out at -8.50 eV. Its orbital gap is 9.27 eV.


C4H7NO2 | ωB97M-V with the def2-TZVPD basis set

The geometry in XYZ format:
```
14
C4H7NO2 (ωB97M-V with the def2-TZVPD basis set)
C 1.12 -0.21 -0.24
C 2.42 -0.29 0.32
C 0.32 1.04 -0.42
C -1.31 -0.75 0.11
N -0.15 0.08 0.48
O 3.51 -0.64 -0.09
O 0.82 2.23 0.07
H 0.84 -0.71 -1.16
H 2.33 0.18 1.25
H -0.05 1.12 -1.42
H -1.77 -0.37 -0.83
H -0.92 -1.83 0.16
H -2.07 -0.68 0.90
H 0.28 2.64 0.81
```

The charge is 0. Its SMILES is CN1[C@H](C=O)[C@@H]1O. The relative energy (zero: lowest compared OMol25 entry of this formula, charge and spin) comes out at 3.464 eV. The highest occupied orbital energy comes out at -9.72 eV. Its orbital gap is 10.46 eV.


C4H7NO2 | ωB97M-V with the def2-TZVPD basis set

The geometry in XYZ format:
```
14
C4H7NO2 (ωB97M-V with the def2-TZVPD basis set)
C 0.64 -0.48 -1.71
C -0.21 0.09 -0.61
C -0.44 -0.77 0.64
N -0.62 0.28 1.61
C 0.09 1.41 1.23
O 0.36 2.37 1.90
O 0.44 1.26 -0.07
H 1.61 -0.82 -1.34
H 0.82 0.29 -2.47
H 0.13 -1.33 -2.19
H -1.18 0.40 -1.00
H 0.43 -1.41 0.86
H -1.32 -1.41 0.55
H -0.76 0.12 2.60
```

The charge is 0. Its SMILES is C[C@H]1CNC(=O)O1. The relative energy (zero: lowest compared OMol25 entry of this formula, charge and spin) comes out at 0.015 eV. The highest occupied orbital energy comes out at -10.07 eV. Its orbital gap is 10.88 eV.


C4H7NO2 | ωB97M-V with the def2-TZVPD basis set

The geometry in XYZ format:
```
14
C4H7NO2 (ωB97M-V with the def2-TZVPD basis set)
O -1.80 -1.02 0.70
C -1.17 -0.28 -0.04
C -1.25 1.23 -0.24
N 0.13 1.21 -0.79
C 0.20 -0.27 -0.72
C 1.30 -0.86 0.12
O 1.40 -0.32 1.40
H 0.39 -1.02 1.97
H 0.86 -2.15 0.04
H -1.41 1.82 0.67
H -2.00 1.51 -0.99
H 0.78 1.59 -0.11
H 0.19 -0.69 -1.73
H 2.28 -0.78 -0.35
```

The charge is 0. The relative energy (zero: lowest compared OMol25 entry of this formula, charge and spin) comes out at 4.811 eV. The highest occupied orbital energy comes out at -9.62 eV. Its orbital gap is 9.65 eV.


C4H7NO2 | ωB97M-V with the def2-TZVPD basis set

The geometry in XYZ format:
```
14
C4H7NO2 (ωB97M-V with the def2-TZVPD basis set)
C 0.23 -0.82 1.59
C -1.83 -0.54 0.35
C -0.12 1.28 0.07
C -0.65 0.13 1.08
N 0.79 -1.69 2.07
O -0.27 2.40 0.35
O 2.97 1.10 -0.25
H -2.41 -1.26 0.92
H -2.47 0.23 0.00
H -1.51 -1.14 -0.62
H 0.30 0.81 -0.88
H -1.13 0.51 2.08
H 2.72 1.76 -0.89
H 2.25 0.47 -0.26
```

The charge is 0. As for the spin multiplicity: 3. The relative energy (zero: lowest compared OMol25 entry of this formula, charge and spin) comes out at 0.865 eV. The highest occupied orbital energy (alpha / beta) comes out at -6.80 / -11.57 eV. Its orbital gap (alpha / beta) is 7.40 / 8.14 eV.


C4H7NO2 | ωB97M-V with the def2-TZVPD basis set

The geometry in XYZ format:
```
14
C4H7NO2 (ωB97M-V with the def2-TZVPD basis set)
O -3.24 -0.08 0.64
C -2.24 0.12 -0.02
N -1.09 0.68 0.48
C 0.18 0.63 -0.24
C 1.12 -0.39 0.45
C 2.48 -0.18 -0.14
O 2.79 -0.74 -1.14
H -2.18 -0.17 -1.08
H -0.97 0.78 1.49
H 0.67 1.60 -0.33
H -0.06 0.33 -1.26
H 0.81 -1.40 0.16
H 1.01 -0.27 1.52
H 3.15 0.58 0.30
```

The charge is +1. As for the spin multiplicity: 2. The relative energy (zero: lowest compared OMol25 entry of this formula, charge and spin) comes out at 0.716 eV. The highest occupied orbital energy (alpha / beta) comes out at -15.03 / -14.49 eV. Its orbital gap (alpha / beta) is 10.87 / 4.64 eV.


C4H7NO3 | ωB97M-V with the def2-TZVPD basis set

The geometry in XYZ format:
```
15
C4H7NO3 (ωB97M-V with the def2-TZVPD basis set)
C 1.26 -0.01 -0.08
C 2.10 -0.30 -1.31
C -2.08 1.36 1.05
C 0.05 -0.91 0.05
N -2.90 0.42 1.05
O -0.71 -0.60 1.10
O -1.36 2.25 0.89
O -0.27 -1.75 -0.76
H -1.87 -0.71 1.02
H -3.90 0.50 1.10
H 0.91 1.02 -0.07
H 1.84 -0.13 0.84
H 1.51 -0.16 -2.22
H 2.97 0.36 -1.35
H 2.45 -1.34 -1.31
```

The charge is 0. Its SMILES is CCC(=O)O.N=C=O. The relative energy (zero: lowest compared OMol25 entry of this formula, charge and spin) comes out at 1.622 eV. The highest occupied orbital energy comes out at -9.87 eV. Its orbital gap is 10.26 eV.


C4H7NO3 | ωB97M-V with the def2-TZVPD basis set

The geometry in XYZ format:
```
15
C4H7NO3 (ωB97M-V with the def2-TZVPD basis set)
O 0.57 -2.27 1.51
C -0.28 -1.54 1.02
O -1.51 -1.42 1.69
C -0.38 -0.71 -0.21
C 0.02 0.74 0.10
C 0.37 1.55 -1.12
N 1.61 2.04 -1.22
O -0.49 1.54 -1.95
H -1.66 -2.09 2.53
H -1.31 -0.93 -0.71
H 0.50 -1.04 -0.81
H 0.93 0.70 0.78
H -0.72 1.44 0.60
H 1.92 2.39 -2.06
H 2.17 2.17 -0.48
```

The charge is 0. Its SMILES is NC(=O)CCC(=O)O. The relative energy (zero: lowest compared OMol25 entry of this formula, charge and spin) comes out at 1.253 eV. The highest occupied orbital energy comes out at -9.95 eV. Its orbital gap is 10.60 eV.


C4H7NO3 | ωB97M-V with the def2-TZVPD basis set

The geometry in XYZ format:
```
15
C4H7NO3 (ωB97M-V with the def2-TZVPD basis set)
C 1.36 0.77 0.43
C -0.26 -0.77 -0.10
C -2.33 0.36 -0.14
C -3.62 0.45 -0.30
H 3.64 -0.16 -1.20
H 1.04 1.65 1.06
H 0.00 -1.81 -0.15
H 0.08 -0.30 -1.06
H -1.58 1.20 -0.25
H -4.29 -0.37 -0.16
H -3.94 1.52 -0.51
N 2.50 0.76 -0.27
O 3.14 -0.41 -0.38
O 0.61 -0.26 0.86
O -1.67 -0.82 0.12
```

The charge is 0. Its SMILES is C=COCO/C=N\O. The relative energy (zero: lowest compared OMol25 entry of this formula, charge and spin) comes out at 5.952 eV. The highest occupied orbital energy comes out at -9.50 eV. Its orbital gap is 10.29 eV.


C4H7NO3 | ωB97M-V with the def2-TZVPD basis set

The geometry in XYZ format:
```
15
C4H7NO3 (ωB97M-V with the def2-TZVPD basis set)
C 1.84 0.21 0.39
N 1.30 1.42 0.17
O 1.15 -0.48 1.33
O 2.82 -0.24 -0.15
H 1.61 -1.32 1.51
H 0.39 1.64 0.55
H 1.69 1.99 -0.56
C -1.70 -0.08 0.74
C -1.38 -0.92 -0.42
C -0.96 -0.39 -1.57
O -1.48 1.11 0.83
H -2.20 -0.61 1.57
H -1.51 -1.98 -0.29
H -0.72 -1.00 -2.42
H -0.84 0.67 -1.67
```

The charge is 0. Its SMILES is NC(=O)O.C=CC=O. The relative energy (zero: lowest compared OMol25 entry of this formula, charge and spin) comes out at 1.298 eV. The highest occupied orbital energy comes out at -10.15 eV. Its orbital gap is 9.99 eV.